C18H33BCl24IO2 | ωB97M-V/def2-TZVPD

Summary:
HOMO level (eV): -4.74
Net charge: -1
Spin multiplicity: 1
Frontier orbital gap (eV): 6.555

```
79
Properties=species:S:1:pos:R:3:forces:R:3
C 1.8784 2.6310 2.7103 0.541 -1.519 -0.072
C 1.8377 1.2366 2.6348 0.112 1.491 -0.423
B 0.5847 0.2992 3.0791 -1.406 1.385 -1.527
I 1.5297 -1.5393 3.9846 0.741 -0.866 0.471
O -0.3068 0.7615 4.1408 -0.603 0.181 0.740
C -1.5594 0.1109 3.9945 -0.590 1.123 -0.894
C -1.6902 0.0911 2.4126 0.238 -3.074 0.275
C -2.6305 1.1239 1.7139 1.225 0.559 0.080
Cl -2.2530 0.9788 -0.0944 -2.423 -0.974 2.056
C -2.3463 2.6259 2.1268 -1.082 -0.487 -0.192
C -3.0726 3.0763 3.4304 0.348 0.853 0.058
Cl -3.0589 3.7001 0.7902 0.236 -0.065 0.918
O -0.3440 0.0454 1.9612 -0.575 0.592 0.075
H 1.1176 3.3051 2.2544 -0.208 -0.528 1.675
H 2.7584 3.0918 3.2241 -0.156 -0.009 -1.706
H 2.7568 0.7284 2.2412 -0.191 0.354 1.804
H -1.6563 -0.8837 4.5071 0.629 0.486 -0.842
H -2.4264 0.6894 4.4068 0.961 -0.095 0.000
H -2.0540 -0.9382 2.1324 -0.464 0.983 0.116
H -3.6938 0.8164 1.8174 0.726 0.455 0.055
H -1.2545 2.8262 2.1378 -0.768 -0.216 0.055
H -4.1774 2.8980 3.4072 0.983 -0.203 -0.091
H -2.6040 2.6666 4.3542 -0.366 0.094 -0.814
H -2.9633 4.1913 3.4982 -0.021 -0.951 -0.053
C -0.2744 -5.1518 1.8703 -0.125 0.147 -0.226
Cl -0.3000 -3.3991 1.6865 -0.136 -0.218 -0.339
Cl -0.5056 -5.6266 3.5578 0.159 -0.034 0.169
H -1.0750 -5.5819 1.2737 -0.016 0.029 0.139
H 0.6839 -5.5265 1.5295 0.017 0.086 0.194
C 0.0482 1.5229 -1.6229 0.765 0.261 -0.233
Cl 0.9400 0.0069 -1.7962 0.047 -0.047 0.027
Cl -0.5091 2.1299 -3.1890 -0.009 0.066 -0.263
H -0.8139 1.3509 -0.9849 1.390 0.261 -0.823
H 0.7003 2.2640 -1.1701 0.099 -0.037 -0.121
C 4.5148 0.3846 -1.9403 -0.103 -0.002 0.279
Cl 4.9695 1.2425 -0.4623 -0.060 0.013 0.009
Cl 5.7970 0.4754 -3.1580 0.050 -0.079 -0.174
H 4.3322 -0.6624 -1.7019 0.349 0.636 -0.063
H 3.6134 0.8339 -2.3447 0.108 0.022 0.006
C -2.4620 5.5308 -3.6198 0.075 -0.348 0.045
Cl -2.6271 7.2937 -3.6150 -0.048 0.151 -0.130
Cl -2.4833 4.8746 -1.9826 0.044 0.122 -0.229
H -3.2878 5.1037 -4.1786 -0.025 0.111 0.106
H -1.5192 5.2671 -4.0913 -0.003 0.104 0.115
C 2.7556 -3.3950 -3.4866 -0.179 -0.093 0.040
Cl 3.2104 -2.5307 -2.0154 -0.544 -0.372 -0.099
Cl 4.0288 -3.2998 -4.7098 -0.010 -0.053 -0.065
H 2.5817 -4.4388 -3.2394 0.153 0.066 0.044
H 1.8481 -2.9520 -3.8868 0.130 0.095 0.036
C -3.7822 -7.8678 3.7630 0.204 0.049 0.104
Cl -5.5162 -8.1931 3.6349 -0.038 -0.045 0.087
Cl -3.1338 -7.2154 2.2566 -0.188 -0.158 -0.094
H -3.6175 -7.1448 4.5568 -0.063 0.033 -0.131
H -3.2671 -8.7954 3.9941 -0.085 0.030 -0.114
C -6.5385 3.8235 -4.1796 -0.230 -0.100 0.132
Cl -6.0417 4.6671 -2.7082 -0.054 -0.032 -0.077
Cl -5.3006 3.9226 -5.4387 -0.059 -0.091 -0.072
H -6.7139 2.7778 -3.9438 0.169 0.066 0.020
H -7.4519 4.2783 -4.5510 0.153 0.081 -0.025
C 4.4228 -5.9157 0.2138 0.128 0.092 0.099
Cl 2.6994 -6.2949 0.1076 0.042 -0.151 0.036
Cl 4.9832 -5.1550 -1.2761 0.329 -0.268 0.007
H 4.5828 -5.2225 1.0350 -0.172 0.026 -0.089
H 4.9771 -6.8339 0.3880 -0.090 0.013 -0.175
C 9.2137 2.4009 -2.5109 -0.212 -0.019 0.079
Cl 10.2296 1.0096 -2.1150 -0.052 -0.020 0.054
Cl 9.9601 3.4062 -3.7605 -0.042 0.082 -0.020
H 8.2530 2.0444 -2.8724 0.137 -0.027 -0.025
H 9.0722 2.9992 -1.6159 0.124 -0.035 -0.069
C -6.7546 7.7183 -5.6804 0.206 0.100 0.046
Cl -6.3316 6.9106 -7.1943 0.014 0.126 -0.036
Cl -8.1807 6.9858 -4.9336 -0.049 0.076 0.059
H -5.9164 7.6379 -4.9928 -0.076 -0.145 -0.038
H -6.9659 8.7632 -5.8870 -0.086 -0.120 -0.042
C 3.8441 -6.2533 3.9868 0.140 0.078 -0.188
Cl 2.6899 -6.9557 5.1268 0.062 -0.104 0.024
Cl 3.2724 -4.7074 3.3480 0.038 -0.043 0.125
H 4.7880 -6.0930 4.5000 -0.128 0.041 0.046
H 3.9852 -6.9464 3.1608 -0.137 0.004 0.070
```
Positions in Å, forces in eV/Å.

For each atom in turn, the Mulliken charge in e is:
1 C -0.84
2 C -0.13
3 B 0.50
4 I -0.30
5 O -0.51
6 C -0.61
7 C 0.07
8 C -0.10
9 Cl -0.24
10 C 0.60
11 C -1.23
12 Cl -0.20
13 O -0.36
14 H 0.17
15 H 0.21
16 H 0.25
17 H 0.20
18 H 0.27
19 H 0.24
20 H 0.40
21 H -0.16
22 H 0.30
23 H 0.32
24 H 0.38
25 C 0.36
26 Cl -0.05
27 Cl -0.15
28 H 0.20
29 H -0.34
30 C 0.67
31 Cl -0.06
32 Cl -0.21
33 H -0.76
34 H 0.25
35 C 0.55
36 Cl -0.18
37 Cl -0.23
38 H -0.29
39 H 0.11
40 C 0.13
41 Cl -0.20
42 Cl -0.03
43 H -0.20
44 H 0.30
45 C -0.34
46 Cl -0.10
47 Cl -0.17
48 H 0.29
49 H 0.31
50 C -0.24
51 Cl -0.17
52 Cl -0.12
53 H 0.25
54 H 0.28
55 C -0.27
56 Cl -0.11
57 Cl -0.17
58 H 0.33
59 H 0.20
60 C -0.17
61 Cl -0.17
62 Cl -0.15
63 H 0.10
64 H 0.35
65 C 0.11
66 Cl -0.15
67 Cl -0.17
68 H -0.03
69 H 0.25
70 C -0.12
71 Cl -0.14
72 Cl -0.16
73 H 0.12
74 H 0.31
75 C -0.32
76 Cl -0.16
77 Cl -0.10
78 H 0.35
79 H 0.18